100
Properties=species:S:1:pos:R:3 method="wB97M-V/def2-TZVPD" max_force_ha_per_bohr=0.060 spin_multiplicity=2 s2=0.7506 e_tot_ha=-6195.05737 homo_ev="-7.521 / -8.088" lumo_energy_ev="0.47 / 0.47" gap_ev="8.0 / 8.6"
C 4.13983 -1.27613 -2.86875
C 3.73724 0.12644 -2.52977
H 4.99965 -1.26547 -3.55493
H 3.32272 -1.82085 -3.37290
H 4.40791 -1.83332 -1.96346
C 3.83617 1.11202 -3.44640
C 4.14166 0.88160 -4.88357
H 3.76266 2.16100 -3.15797
H 3.63417 -0.02860 -5.24662
H 5.22013 0.77455 -5.09128
H 3.77779 1.71858 -5.49380
Ce 0.00700 -1.29101 -0.51786
Cl 1.16753 -1.61646 1.87089
Cl -1.92573 -2.09547 -2.19062
H -4.45302 -0.76055 3.61081
H -3.24518 -2.47803 5.00150
C -4.16087 -1.22469 2.65946
C -3.17928 -3.04173 4.06257
N -3.05720 -2.14286 2.91737
H -3.84247 -0.46456 1.94372
C -2.04001 -2.25110 2.06996
O -1.88470 -1.53266 1.03935
H -2.29578 -3.68582 4.10991
H -1.28554 -3.00406 2.34724
H -5.02158 -1.78289 2.26350
H -4.07518 -3.67278 3.97908
H 1.33721 -0.24617 -3.68478
H 1.20798 2.62378 -4.50518
C 0.32253 -0.07497 -4.08214
C 0.13531 2.37809 -4.54254
N -0.17598 1.24283 -3.67200
H -0.35709 -0.86944 -3.74688
C -0.77176 1.46990 -2.49290
O -0.80630 0.64064 -1.54294
H -0.44080 3.24839 -4.20847
H -1.20091 2.47909 -2.38174
H 0.38574 -0.06510 -5.17492
H -0.11455 2.12485 -5.57577
O 1.87953 -0.37261 -1.10230
C 3.11257 0.31262 -1.14973
C 2.02369 2.51380 -1.55380
C 2.94234 1.78994 -0.80670
H 1.50233 1.95619 -2.32787
C 1.83690 3.88801 -1.37150
H 3.79069 -0.13006 -0.39411
C 3.72489 2.44884 0.14104
H 1.03337 4.39445 -1.91548
C 2.70132 4.55792 -0.50848
C 3.62001 3.83722 0.25693
H 4.41931 1.87720 0.76045
H 2.62676 5.64254 -0.42057
H 4.25080 4.37216 0.97075
Si 0.27463 -5.27521 -0.90013
Cl 1.37950 -3.45260 -1.51438
C -1.25417 -5.44438 -1.92740
C 0.09157 -5.25681 0.95138
C 1.49389 -6.59462 -1.38977
H -1.67791 -4.46076 -2.16217
H -2.02394 -6.03263 -1.41069
H -1.01941 -5.95674 -2.87141
H 1.55563 -6.66030 -2.48369
H 1.18322 -7.57522 -0.99866
H 2.49146 -6.33776 -0.99018
H 0.02523 -4.26321 1.40448
H 0.98090 -5.75295 1.37309
H -0.79069 -5.84746 1.22835
C -2.80275 0.85367 5.78377
C -3.48147 1.74323 4.94997
C -3.01582 1.98627 3.65368
C -1.85361 1.35253 3.21182
C -1.22124 0.39540 4.01524
C -1.67401 0.17489 5.31597
As -1.00229 1.77423 1.48051
C -2.35081 3.03316 0.82640
C -3.09809 2.58667 -0.27662
C -4.03426 3.43639 -0.86701
C -4.25090 4.71794 -0.34225
C -3.56376 5.13021 0.80183
C -2.63395 4.27565 1.40602
C 0.31433 3.08042 2.16073
C 0.35713 4.42773 1.79710
C 1.21062 5.29802 2.47875
C 2.09576 4.80772 3.43989
C 2.14582 3.43351 3.70058
C 1.26982 2.56472 3.04459
H -3.15224 0.68577 6.80461
H -4.37394 2.26653 5.30016
H -3.55846 2.66280 2.99360
H -0.37244 -0.16558 3.61742
H -1.13623 -0.52259 5.96213
H -2.92431 1.58318 -0.67042
H -4.59246 3.09269 -1.74230
H -4.97311 5.38466 -0.81960
H -3.73967 6.11926 1.23105
H -2.12287 4.59144 2.31601
H -0.28549 4.80871 1.00220
H 1.18490 6.36529 2.24653
H 2.76797 5.48945 3.96492
H 2.86430 3.03470 4.41921
H 1.31080 1.49114 3.23208